No. 1
The following is a DFT calculation (wB97M-V/def2-TZVPD) of C29H29CaN10O5S as an isolated structure.

Output
Electronic energy   -3122.3760 Eh
Relative energy (zero: lowest compared OMol25 entry of this formula, charge and spin)   10.8 kcal per mole
Maximum force   0.6 eV/Å
Kohn-Sham gap   8.4 eV

Geometry as ORCA input:
```
! wB97M-V def2-TZVPD RIJCOSX def2/J DEFGRID3
* xyz -1 1
Ca -0.34558 -0.17420 -1.02262
C 0.80770 -6.89824 -0.07379
C -0.60496 -6.37331 0.11964
N -0.63185 -5.07610 0.78936
C -0.75704 -5.12105 2.24241
C -2.20465 -5.04135 2.69501
C -0.46869 -3.92878 0.09849
S -0.48716 -2.43505 0.96894
N -0.19606 -4.13715 -1.21464
C -0.36824 -3.19824 -2.13407
O -0.95752 -2.10492 -1.98275
C 0.17586 -3.51057 -3.50046
C 0.60551 -4.79574 -3.82222
C 1.11173 -5.07133 -5.08170
C 1.20379 -4.06216 -6.03021
C 0.77946 -2.77980 -5.71464
C 0.26005 -2.50788 -4.45770
H 0.78307 -7.87515 -0.56036
H 1.32354 -7.01482 0.88123
H 1.38423 -6.21331 -0.69312
H -1.18212 -7.05595 0.74888
H -1.12308 -6.29123 -0.83300
H -0.17139 -4.30689 2.66377
H -0.30022 -6.05969 2.56842
H -2.64288 -4.09975 2.36745
H -2.27443 -5.09570 3.78266
H -2.79504 -5.86079 2.28062
H 0.53929 -5.56793 -3.06853
H 1.43790 -6.07605 -5.32071
H 1.60526 -4.27518 -7.01298
H 0.84765 -1.98286 -6.44377
H -0.09160 -1.51307 -4.21730
O -5.64945 2.95235 -0.82721
C -5.50571 2.31698 0.32064
O -6.34543 2.35856 1.19293
C -4.28769 1.47530 0.48742
C -4.09348 0.71317 1.62404
N -2.93039 0.06758 1.46496
N -2.34209 0.36508 0.30754
C -3.14984 1.21029 -0.30973
C -2.75837 1.74034 -1.67675
O -3.52635 2.55955 -2.21094
O -1.67504 1.31327 -2.14897
H -4.88479 2.72663 -1.46099
H -4.71191 0.59257 2.49568
H -2.50381 -0.64294 2.03970
C 0.75625 3.45168 -1.12352
C 0.97168 2.81809 0.20307
N 0.13586 2.00759 0.80926
C 0.75322 1.63051 1.97896
C 1.97620 2.20798 2.07197
N 2.11005 2.96826 0.93184
C 3.27047 3.72006 0.55984
N 3.53149 4.77360 1.52282
N 4.74586 4.88307 2.08911
N 4.75119 5.85441 2.92368
C 3.49477 6.41642 2.93545
C 2.98077 7.48944 3.67847
C 1.66289 7.80878 3.48005
C 0.85493 7.08066 2.57014
C 1.34111 6.03045 1.83525
C 2.69550 5.71826 2.03712
H -0.13972 3.03567 -1.57975
H 1.59580 3.24391 -1.78676
H 0.61940 4.53355 -1.04307
H 0.29095 0.94664 2.67123
H 2.76443 2.14043 2.80106
H 3.10248 4.14820 -0.42581
H 4.15543 3.08724 0.52361
H 3.60652 8.03023 4.37424
H 1.21843 8.62696 4.03063
H -0.18446 7.36117 2.46049
H 0.71187 5.46724 1.16175
N 3.19510 0.86303 -0.94115
C 2.13335 0.41202 -1.07055
*
```


No. 2
The following is a DFT calculation (wB97M-V/def2-TZVPD) of C29H29ClF3N2O2PSiV as an isolated structure at a distorted geometry.

Output
Electronic energy   -3716.1943 Eh
Relative energy (zero: lowest compared OMol25 entry of this formula, charge and spin)   1.8 kcal per mole
Maximum force   1.2 eV/Å
Kohn-Sham gap (alpha / beta)   6.3 / 6.3 eV

Geometry as ORCA input:
```
! wB97M-V def2-TZVPD RIJCOSX def2/J DEFGRID3
* xyz 3 1
V 0.12295 0.03265 -0.25064
Cl -0.86331 -0.35518 1.85787
C -0.23314 -1.89340 2.55354
C -0.51416 -2.13722 3.87465
C -0.08641 -3.35884 4.38837
C 0.57891 -4.27304 3.58193
C 0.83874 -3.98303 2.25051
C 0.43498 -2.76028 1.70714
P 0.64002 -2.40898 -0.03994
C 2.28910 -2.81557 -0.55881
C 3.32626 -2.81387 0.38228
C 4.61625 -3.10857 -0.02100
C 4.88159 -3.38980 -1.35779
C 3.85689 -3.36704 -2.29873
C 2.56267 -3.07515 -1.90741
C -0.64029 -3.18909 -0.99368
C -1.91839 -2.61184 -0.97721
C -2.95375 -3.21561 -1.66627
C -2.72216 -4.39907 -2.36187
C -1.46109 -4.98298 -2.36125
C -0.41280 -4.38533 -1.67992
H -1.04742 -1.42460 4.48959
H -0.28654 -3.59508 5.42501
H 0.89459 -5.22277 3.99184
H 1.35169 -4.70775 1.62996
H 3.12839 -2.60127 1.42529
H 5.41525 -3.13140 0.70781
H 5.88974 -3.63232 -1.66681
H 4.06734 -3.59236 -3.33564
H 1.76943 -3.07011 -2.64459
H -2.12030 -1.70099 -0.42037
H -3.94081 -2.77354 -1.65736
H -3.53403 -4.87393 -2.89656
H -1.29471 -5.91431 -2.88564
H 0.55941 -4.86069 -1.66580
C -0.21940 -0.86243 -3.87339
C 0.99600 -0.26664 -3.25446
C 2.03012 0.29409 -4.00269
C 3.09160 0.92745 -3.37351
C 3.14109 1.05142 -1.98344
C 2.12595 0.44223 -1.28847
N 1.12483 -0.23107 -1.91766
N 1.78982 0.50022 0.08025
Si 2.81460 1.52809 1.35337
C 4.39359 0.55884 1.44031
C 1.80117 1.47186 2.90014
C 2.91309 3.20265 0.54960
H -0.88470 -0.05278 -4.18742
H -0.75733 -1.49897 -3.17589
H 0.03294 -1.43005 -4.76807
H 1.98216 0.24378 -5.08208
H 3.88183 1.36443 -3.97124
H 3.92761 1.59702 -1.48430
H 4.28685 -0.34108 2.04691
H 5.14719 1.18880 1.92240
H 4.78822 0.27260 0.46456
H 1.64082 0.45964 3.27545
H 0.84713 1.99479 2.81350
H 2.37684 2.00351 3.66514
H 3.93360 3.43496 0.23914
H 2.61484 3.96642 1.27125
H 2.26222 3.31561 -0.31992
F -0.74428 3.15656 0.72674
C -1.68177 3.20232 -0.26575
F -2.82430 2.74467 0.22662
F -1.80600 4.42127 -0.70393
C -1.10904 2.24071 -1.33056
O -0.44254 2.53541 -2.26293
O -1.28788 0.92672 -0.95012
*
```


No. 3
The following is a DFT calculation (wB97M-V/def2-TZVPD) of C29H29F2LuN2O5 as an isolated structure at a distorted geometry.

Output
Electronic energy   -3043.4933 Eh
Relative energy (zero: lowest compared OMol25 entry of this formula, charge and spin)   6.7 kcal per mole
Maximum force   1.1 eV/Å
Kohn-Sham gap   7.4 eV

Geometry as ORCA input:
```
! wB97M-V def2-TZVPD RIJCOSX def2/J DEFGRID3
* xyz 0 1
Lu -0.11676 -0.25668 0.26323
C -0.17225 -2.50586 1.39158
C 1.15841 -2.06668 1.58873
C 1.12475 -0.95197 2.44802
C -0.22471 -0.71346 2.81419
C -1.02784 -1.66741 2.15515
C -2.50477 -1.86805 2.29993
C -0.67337 0.30597 3.81077
C 2.31372 -0.25616 3.02803
C 2.40618 -2.75629 1.13853
C -0.62478 -3.73825 0.66513
H -2.98329 -2.08424 1.34103
H -2.99563 -0.98145 2.70166
H -2.72148 -2.70729 2.96797
H -0.26500 1.29583 3.59560
H -0.34361 0.02687 4.81565
H -1.75941 0.39809 3.83572
H 2.13162 0.80953 3.17733
H 3.19780 -0.35887 2.39512
H 2.56692 -0.67587 4.00657
H 3.12225 -2.07432 0.67747
H 2.19415 -3.53749 0.40829
H 2.90103 -3.23090 1.99052
H -1.49059 -3.55348 0.02624
H -0.91217 -4.52482 1.36938
H 0.16578 -4.14857 0.03276
F -4.42921 2.91274 2.16383
C -3.99454 2.07713 1.19464
C -2.66813 1.69958 1.17106
C -2.19901 0.83863 0.18330
C -3.10213 0.40653 -0.79660
C -4.43925 0.77671 -0.70314
F -5.35594 0.29588 -1.58141
C -4.91811 1.62123 0.27629
C -2.62024 -0.51993 -1.85717
C -3.20862 -0.63519 -3.11831
C -2.72424 -1.56309 -4.01711
C -1.66411 -2.38363 -3.65412
C -1.10136 -2.18006 -2.41497
N -1.54159 -1.26338 -1.54863
H -2.01779 2.07032 1.95721
H -5.96208 1.89693 0.32266
H -4.04022 -0.00066 -3.37854
H -3.17795 -1.65317 -4.99627
H -1.27352 -3.14880 -4.31203
H -0.26313 -2.76945 -2.07986
O 0.58359 1.70267 1.29713
C 1.27386 2.68500 1.05272
C 1.98172 2.92749 -0.17655
C 2.81982 4.04492 -0.22444
C 3.53259 4.28995 -1.36002
C 3.43770 3.45262 -2.47652
C 2.61168 2.36151 -2.44537
C 1.84720 2.05887 -1.29072
O 1.05287 1.04169 -1.27235
N 4.42749 5.46068 -1.41507
O 5.06052 5.63344 -2.43730
O 4.50013 6.16651 -0.43071
H 1.37752 3.44752 1.84049
H 2.91200 4.70992 0.62687
H 4.01853 3.69001 -3.35716
H 2.51112 1.71410 -3.30680
C 2.15081 -2.34644 -2.19932
O 1.55508 -1.40473 -1.32682
H 3.22876 -2.19694 -2.25545
H 1.71981 -2.28503 -3.20038
H 1.96307 -3.33877 -1.79316
H 1.66837 -0.47151 -1.60449
*
```


No. 4
The following is a DFT calculation (wB97M-V/def2-TZVPD) of C29H29LuN2O3S2 as an isolated structure at a distorted geometry.

Output
Electronic energy   -3489.6334 Eh
Maximum force   2.2 eV/Å
Kohn-Sham gap   7.4 eV

Geometry as ORCA input:
```
! wB97M-V def2-TZVPD RIJCOSX def2/J DEFGRID3
* xyz 0 1
C 2.54951 0.09564 1.34330
C 2.56876 -0.59786 0.10126
C 2.04479 0.26670 -0.89319
H 2.99281 -1.58908 -0.06900
C 1.65881 1.50154 -0.26760
C 2.01657 1.39696 1.10934
H 1.29852 2.40475 -0.76499
C -0.93711 -2.04428 1.96738
C 0.26959 -2.50657 1.34992
C 0.07054 -2.51453 -0.05653
H 1.15480 -2.85888 1.87632
C -1.25117 -2.04383 -0.31933
C -1.87499 -1.76230 0.93919
H 2.06561 0.07460 -1.96709
H 1.93278 2.19642 1.83504
H 2.97714 -0.27465 2.26545
H -2.91113 -1.46023 1.06999
H 0.76320 -2.88496 -0.81174
H -1.14089 -2.00890 3.03380
Lu 0.12404 -0.07014 0.79470
C -1.70483 -1.45554 -1.62987
C -3.22849 -1.46015 -1.81516
C -1.01816 -2.14702 -2.81106
H -3.62624 -2.44926 -1.56095
H -3.44591 -1.27667 -2.87761
H -3.72778 -0.69066 -1.20897
H -1.28105 -3.21569 -2.76642
H 0.08038 -2.04915 -2.78865
H -1.39685 -1.74093 -3.76096
C -1.17836 0.00806 -1.44168
C -1.88113 1.12248 -2.17571
H -0.10153 0.05954 -1.71479
H -1.43491 0.34952 -0.38766
O -2.71515 1.78651 -1.56322
N -1.32874 1.35081 -3.44625
C -0.18629 2.30721 -3.42928
H -2.06672 1.65241 -4.07483
C 1.10525 1.76334 -3.97544
C 2.27710 2.51969 -3.80726
H 2.20535 3.49631 -3.31704
C 3.50658 2.01540 -4.23242
H 4.41359 2.60223 -4.06767
C 3.56203 0.76965 -4.87214
H 4.52956 0.38068 -5.19340
C 2.39115 0.02470 -5.06232
H 2.43141 -0.94096 -5.56933
C 1.15924 0.51717 -4.60420
H 0.23221 -0.04989 -4.73287
H 0.02480 2.67567 -2.40597
H -0.47614 3.20400 -4.00438
O 1.92888 1.96738 5.19424
S 1.27690 0.86669 4.52964
O 2.04243 -0.33118 4.23727
N 0.42382 1.34308 3.17685
C -0.90348 1.15737 3.26104
S -1.84197 1.42029 1.86219
C -1.31883 0.61372 4.54495
C -2.55533 0.10913 4.96195
C -2.64101 -0.57218 6.18075
C -1.50126 -0.76558 6.97909
C -0.25641 -0.28228 6.56402
C -0.20032 0.38907 5.35410
H -3.42035 0.27500 4.32042
H -3.60798 -0.94883 6.52326
H -1.57490 -1.29437 7.92702
H 0.65731 -0.39715 7.14446
*
```